Molecular formula: C37H35GaNO3
Method: DFT, wB97M-V/def2-TZVPD

As for the total energy: -3636.072336 hartree. As for the relative energy (zero: lowest compared OMol25 entry of this formula, charge and spin): 55.9 kJ/mol. Its net charge is +1. The calculation puts the HOMO energy at -0.41323 Ha. Its largest force on an atom is 0.0077 hartree/bohr. The spin multiplicity is 1. The orbital gap comes out at 8.17 eV.

Each line ends with the Mulliken charge.
Positions of all 77 atoms, in Å:
Ga 0.2387 -0.5693 0.0243  -0.03
O 1.9792 -0.8720 -0.1974  -0.24
C 2.9157 0.1952 -0.2123  2.48
C 2.6873 1.0543 1.0534  -2.09
C 1.4587 1.9191 0.9717  0.77
C 1.5075 3.2450 1.3577  -0.92
C 0.4027 4.0547 1.1585  -1.04
C -0.7141 3.5314 0.5334  -0.58
C -0.7293 2.1977 0.1646  0.76
C -1.8574 1.6460 -0.6626  -2.15
C -2.4734 0.2983 -0.2607  1.69
O -1.4949 -0.7347 -0.3223  0.36
C -3.0622 0.2802 1.1498  0.11
C -3.2202 1.4107 1.9390  -0.10
C -3.7758 1.3167 3.2123  -1.06
C -4.1847 0.0906 3.7050  -0.60
C -4.0495 -1.0455 2.9135  -0.95
C -3.4968 -0.9488 1.6491  -0.25
C -3.5602 -0.0142 -1.2911  -0.03
C -3.2705 -0.7872 -2.4087  -0.33
C -4.2445 -1.0223 -3.3704  -0.93
C -5.5127 -0.4807 -3.2271  -0.55
C -5.8049 0.2969 -2.1154  -1.02
C -4.8345 0.5265 -1.1518  -0.20
N 0.3296 1.4075 0.4370  0.48
C 4.2948 -0.4635 -0.2089  -0.45
C 4.6027 -1.2983 -1.2811  -0.34
C 5.8245 -1.9425 -1.3462  -0.87
C 6.7644 -1.7584 -0.3384  -0.44
C 6.4669 -0.9317 0.7300  -1.01
C 5.2352 -0.2871 0.7960  -0.06
C 2.7739 1.0763 -1.4571  0.04
C 3.6188 2.1735 -1.6120  -0.46
C 3.4789 3.0271 -2.6934  -0.86
C 2.4960 2.7925 -3.6480  -0.57
C 1.6709 1.6889 -3.5187  -0.89
C 1.8133 0.8347 -2.4296  0.18
H 3.5249 1.7318 1.2068  0.83
H 2.6536 0.3835 1.9172  0.65
H 2.4205 3.6395 1.7808  0.54
H 0.4280 5.0959 1.4522  0.44
H -1.5713 4.1513 0.3098  0.61
H -1.4746 1.5111 -1.6810  0.69
H -2.6416 2.3987 -0.7331  0.52
H -2.9336 2.3868 1.5728  0.41
H -3.8943 2.2101 3.8117  0.47
H -4.6201 0.0173 4.6926  0.44
H -4.3901 -2.0048 3.2827  0.48
H -3.4145 -1.8280 1.0209  0.54
H -2.2844 -1.2140 -2.5247  0.34
H -4.0098 -1.6316 -4.2337  0.43
H -6.2714 -0.6659 -3.9757  0.42
H -6.7934 0.7197 -1.9928  0.43
H -5.0786 1.1192 -0.2776  0.42
H 3.8739 -1.4392 -2.0700  0.40
H 6.0500 -2.5859 -2.1866  0.42
H 7.7229 -2.2576 -0.3907  0.42
H 7.1909 -0.7823 1.5204  0.43
H 5.0338 0.3461 1.6498  0.37
H 4.4066 2.3520 -0.8885  0.39
H 4.1453 3.8734 -2.7988  0.45
H 2.3904 3.4565 -4.4955  0.43
H 0.9227 1.4771 -4.2721  0.48
H 1.1970 -0.0569 -2.3831  0.50
C -1.1975 -4.2347 1.6538  -0.78
C -0.8070 -3.2888 2.7944  -0.22
C 0.4585 -2.6541 2.2630  -0.38
O 0.1803 -2.4562 0.8529  -0.38
C -0.7090 -3.5220 0.3904  -0.01
H -2.2698 -4.4170 1.6175  0.37
H -0.6978 -5.1956 1.7689  0.33
H -0.6418 -3.8094 3.7356  0.48
H -1.5692 -2.5241 2.9463  -0.10
H 1.3264 -3.3097 2.3516  0.32
H 0.7009 -1.6854 2.6995  0.28
H -0.1245 -4.1694 -0.2603  0.38
H -1.5068 -3.0453 -0.1696  -0.07

---

Molecular formula: C37H35LiN4O2P2S
Method: DFT, wB97M-V/def2-TZVPD

As for the total energy: -2888.974372 hartree. As for the relative energy (zero: lowest compared OMol25 entry of this formula, charge and spin): 20.6 kJ/mol. The calculation puts the HOMO energy at -0.29255 Ha. Its largest force on an atom is 0.0067 hartree/bohr. The spin multiplicity is 1. The orbital gap comes out at 8.59 eV.

Each line ends with the Mulliken charge.
Positions of all 82 atoms, in Å:
Li -0.3738 -0.3157 1.0431  1.12
C -0.1693 -2.5998 -2.3168  0.03
C 0.7297 -3.1456 -1.2051  -1.09
P 2.5233 -2.6710 -1.1678  -0.42
C 2.3221 -0.8464 -1.1204  0.64
C 2.1564 -0.0163 -2.2285  -0.09
C 1.9402 1.3459 -2.0663  -0.66
C 1.8878 1.9017 -0.7968  -0.58
C 2.0675 1.0929 0.3168  0.33
C 2.2889 -0.2694 0.1541  -1.39
C 3.0768 -3.0005 -2.8782  0.73
C 2.5437 -4.0472 -3.6284  -0.33
C 3.0682 -4.3733 -4.8718  -0.67
C 4.1417 -3.6622 -5.3846  -0.47
C 4.6966 -2.6313 -4.6388  -0.60
C 4.1754 -2.3104 -3.3953  -0.49
C -1.6397 -2.5627 -1.8890  -1.79
P -1.9583 -1.0944 -0.8282  0.81
C -2.2203 0.2708 -2.0202  0.51
C -3.1094 0.1937 -3.0931  -0.70
C -3.2947 1.2808 -3.9308  -0.73
C -2.6025 2.4643 -3.7007  -0.65
C -1.7392 2.5589 -2.6220  -0.55
C -1.5523 1.4683 -1.7809  0.26
C -3.6396 -1.3540 -0.1727  0.52
C -4.0028 -0.5928 0.9391  -0.34
C -5.2673 -0.7185 1.4912  -0.69
C -6.1775 -1.6131 0.9448  -0.46
C -5.8201 -2.3829 -0.1525  -0.75
C -4.5549 -2.2553 -0.7096  -0.42
H -0.0672 -3.2126 -3.2132  0.55
H 0.1490 -1.5965 -2.6059  -0.08
H 0.6771 -4.2375 -1.1702  0.55
H 0.3604 -2.8194 -0.2269  0.49
H 2.1860 -0.4351 -3.2260  0.50
H 1.7993 1.9729 -2.9381  0.41
H 1.7044 2.9615 -0.6718  0.35
H 2.0381 1.5241 1.3084  0.35
H 2.4586 -0.9015 1.0223  0.37
H 1.7148 -4.6279 -3.2425  0.34
H 2.6350 -5.1878 -5.4386  0.38
H 4.5488 -3.9142 -6.3553  0.37
H 5.5437 -2.0769 -5.0229  0.38
H 4.6277 -1.5105 -2.8208  0.42
H -1.8836 -3.4537 -1.3026  0.50
H -2.3045 -2.5565 -2.7519  0.59
H -3.6807 -0.7087 -3.2659  0.31
H -3.9872 1.2114 -4.7602  0.40
H -2.7512 3.3135 -4.3557  0.39
H -1.2152 3.4856 -2.4212  0.43
H -0.9061 1.5774 -0.9165  0.23
H -3.2835 0.0881 1.3836  0.22
H -5.5368 -0.1290 2.3579  0.44
H -7.1625 -1.7173 1.3815  0.38
H -6.5245 -3.0887 -0.5740  0.40
H -4.2869 -2.8679 -1.5624  0.32
N 4.3916 1.8248 6.6041  -0.57
C 3.2733 1.5109 5.8431  1.06
C 3.3871 0.6855 4.7222  -0.89
C 2.2622 0.3336 4.0001  -0.18
C 1.0117 0.7998 4.3806  -0.66
C 0.8859 1.6150 5.4980  -0.40
C 2.0069 1.9651 6.2239  -0.78
S -0.4212 0.3616 3.4517  1.77
O -0.1121 -0.9349 2.8291  -0.97
O -1.5393 0.3963 4.3517  -0.80
N -0.5680 1.2839 2.1498  0.02
C -0.7572 2.6309 2.1819  -0.24
N -0.9012 3.2148 0.9743  -0.04
C -1.0896 4.5249 0.9700  -0.03
C -1.1293 5.2920 2.1238  -0.98
C -0.9467 4.5979 3.3078  -0.24
N -0.7639 3.2872 3.3550  -0.40
H 5.2768 1.7609 6.1295  0.22
H 4.3146 2.6486 7.1771  0.22
H 4.3598 0.3067 4.4311  0.32
H 2.3490 -0.3305 3.1496  0.59
H -0.0955 1.9650 5.7842  0.45
H 1.9074 2.5921 7.1023  0.29
H -1.2153 4.9860 -0.0057  0.35
H -1.2867 6.3599 2.0999  0.40
H -0.9496 5.1143 4.2633  0.41

---

Molecular formula: C37H35N2O10S
Method: DFT, wB97M-V/def2-TZVPD

As for the total energy: -2690.513173 hartree. Its net charge is +1. The calculation puts the HOMO energy at -0.39726 Ha. Its largest force on an atom is 0.0368 hartree/bohr. The spin multiplicity is 1. The orbital gap comes out at 6.49 eV.

Each line ends with the Mulliken charge.
Positions of all 85 atoms, in Å:
C 7.8283 2.2982 6.6864  -0.62
C 7.6352 2.7636 5.4276  -0.45
C 6.3070 2.9830 4.7835  0.64
O 5.8391 2.3911 3.8407  -0.54
O 5.6253 4.0163 5.3620  -0.12
C 5.7987 5.2764 4.6609  -0.72
C 4.9354 6.3012 5.3629  -0.95
C 3.4557 6.0480 4.9865  -0.22
C 2.6456 5.5426 6.1826  -0.66
C 1.1371 5.7182 6.0493  -0.71
C 0.5162 4.7539 4.9951  -1.26
N 1.2960 3.5133 4.8121  0.80
N 2.0319 3.4931 3.6944  -0.92
C 2.7940 2.4503 3.5271  -0.46
C 2.8671 1.3722 4.4231  -0.33
C 2.0675 1.3867 5.5249  -0.41
C 1.2647 2.5271 5.7022  0.80
S 0.2053 2.6693 7.0853  -0.14
H 8.3900 2.8670 7.4218  0.27
H 7.4535 1.3277 7.0051  0.27
H 8.4985 2.9955 4.8028  0.37
H 6.8561 5.5514 4.6285  0.45
H 5.4760 5.1373 3.6258  0.43
H 5.2357 7.2865 5.0064  0.34
H 5.0949 6.2308 6.4377  0.42
H 2.9907 6.9512 4.5878  0.55
H 3.4744 5.3135 4.1849  0.02
H 2.9633 6.1229 7.0521  0.69
H 2.9057 4.5103 6.4307  0.08
H 0.8922 6.7325 5.7391  0.43
H 0.6576 5.5264 7.0076  0.33
H 0.5359 5.2709 4.0396  0.42
H -0.5306 4.5298 5.1922  0.56
H 3.3967 2.4440 2.6303  0.44
H 3.5430 0.5564 4.2109  0.52
H 2.0673 0.5803 6.2411  0.42
H 0.9597 1.9504 7.9263  0.23
C -1.2991 -2.6728 1.8616  -0.35
C -0.5393 -2.6719 2.9536  -0.52
C 0.1440 -1.4407 3.4180  0.42
O 0.8358 -1.4539 4.4181  -0.54
C -0.0535 -0.2064 2.6182  -0.07
C -0.8113 -0.2025 1.5261  -0.35
C -1.4959 -1.4391 1.0616  0.17
O -2.1878 -1.4283 0.0697  -0.46
H -1.8067 -3.5602 1.5062  0.45
H -0.3825 -3.5593 3.5530  0.43
H 0.4500 0.6843 2.9721  0.33
H -0.9700 0.6854 0.9272  0.46
C -4.4312 -2.8092 -3.0495  -0.50
C -4.6657 -2.2723 -1.8548  -0.34
C -6.0518 -2.1071 -1.3483  0.31
O -6.2667 -1.6170 -0.2596  -0.56
C -7.1645 -2.5619 -2.2207  -0.42
C -6.9285 -3.0976 -3.4151  -0.43
C -5.5425 -3.2636 -3.9214  0.38
O -5.3210 -3.7520 -5.0084  -0.54
H -3.4317 -2.9409 -3.4462  0.51
H -3.8738 -1.9319 -1.1992  0.77
H -8.1652 -2.4309 -1.8289  0.41
H -7.7216 -3.4356 -4.0702  0.44
C -3.5289 -2.2434 -8.0703  -0.42
C -4.7913 -2.6661 -8.0282  -0.12
C -5.6422 -2.6617 -9.2446  0.27
O -6.7931 -3.0415 -9.2118  -0.55
C -5.0343 -2.1734 -10.5104  -0.42
C -3.7734 -1.7537 -10.5518  -0.42
C -2.9237 -1.7568 -9.3339  0.27
O -1.7717 -1.3750 -9.3733  -0.57
H -2.8889 -2.2339 -7.2016  0.56
H -5.2534 -3.0274 -7.1186  0.61
H -5.6748 -2.1814 -11.3833  0.41
H -3.3083 -1.3936 -11.4608  0.41
C 0.0114 -4.6126 -6.7111  -0.31
C 0.8553 -5.5885 -7.0343  -0.39
C 0.4075 -7.0039 -7.1015  0.31
O 1.1765 -7.8925 -7.3925  -0.54
C -1.0191 -7.2865 -6.7972  -0.40
C -1.8627 -6.3100 -6.4744  -0.34
C -1.4121 -4.8984 -6.4057  0.45
O -2.1849 -4.0099 -6.1129  -0.47
H 0.3137 -3.5743 -6.6573  0.42
H 1.8975 -5.4056 -7.2625  0.40
H -1.3233 -8.3238 -6.8542  0.41
H -2.9063 -6.4897 -6.2485  0.47